# 1
{
  "formula": "C6H12",
  "method": "ωB97M-V/def2-TZVPD",
  "e_homo_ev": [-7.3, -7.5],
  "charge": 0,
  "gap_ev": [7.6172, 7.7233],
  "species": ["C", "C", "C", "C", "C", "C", "H", "H", "H", "H", "H", "H", "H", "H", "H", "H", "H", "H"],
  "coordinates": [[1.63406, 0.90854, -0.49099], [1.54612, -0.35629, 0.20071], [-0.02798, -0.98586, -0.34753], [-0.87383, -1.78783, 0.41950], [-0.83279, 0.27343, -0.61121], [-1.32156, 1.11408, 0.55818], [2.18466, 0.94781, -1.43111], [0.28507, 0.93590, -0.93999], [1.70213, 1.83297, 0.08619], [1.50660, -0.29658, 1.29160], [2.24362, -1.14096, -0.10077], [0.23295, -1.46460, -1.29626], [-1.34765, -1.39045, 1.31393], [-1.03977, -2.84407, 0.20900], [-1.55759, 0.21870, -1.43481], [-2.23169, 0.70718, 1.00843], [-1.54441, 2.13451, 0.22358], [-0.55793, 1.19353, 1.34155]],
  "forces_ev_per_angstrom": [[0.116, 0.363, -0.208], [-0.732, -0.705, 0.121], [0.556, 0.578, -0.286], [-0.335, -0.714, 0.603], [0.396, 0.454, -0.147], [0.020, -0.054, 0.046], [-0.110, -0.037, 0.131], [-0.116, 0.147, -0.026], [-0.079, -0.237, -0.114], [-0.045, 0.035, -0.228], [-0.121, 0.220, 0.006], [0.063, 0.089, 0.124], [0.086, -0.079, -0.148], [0.023, 0.234, 0.041], [0.262, -0.101, 0.243], [0.095, 0.102, -0.024], [0.008, -0.217, -0.004], [-0.088, -0.079, -0.131]],
  "mulliken_charge": [-0.657, -0.700, 0.154, -0.886, -0.053, -1.236, 0.316, -0.028, 0.305, 0.276, 0.377, 0.255, 0.275, 0.274, 0.332, 0.365, 0.349, 0.285]
}


# 2
{
  "formula": "C6H12",
  "method": "ωB97M-V/def2-TZVPD",
  "e_homo_ev": -8.7,
  "charge": 0,
  "gap_ev": 9.9501,
  "smiles": "CC1CCCC1",
  "species": ["C", "C", "C", "C", "C", "C", "H", "H", "H", "H", "H", "H", "H", "H", "H", "H", "H", "H"],
  "coordinates": [[1.96133, -0.22885, 0.83671], [0.89990, 0.27067, -0.12536], [-0.14578, 1.16343, 0.54354], [-1.43417, 0.84709, -0.19890], [-1.43261, -0.67692, -0.38637], [-0.07164, -1.01863, -0.93598], [1.47115, -0.95195, 1.50106], [2.38567, 0.54902, 1.49799], [2.79771, -0.71133, 0.32687], [1.03816, 0.22390, -1.17413], [0.04210, 2.25079, 0.57103], [-0.24433, 0.85850, 1.60356], [-2.32022, 1.19432, 0.33374], [-1.39948, 1.35083, -1.17547], [-1.51469, -1.15925, 0.59205], [-2.26480, -1.00681, -1.01406], [0.31923, -2.02137, -0.73444], [-0.08755, -0.93343, -2.06183]],
  "forces_ev_per_angstrom": [[-0.055, -0.304, -0.180], [-1.359, -2.227, -0.294], [-0.117, -0.276, -0.325], [-0.332, 0.008, -0.025], [-0.241, -0.046, 0.173], [-0.014, 0.139, 0.972], [0.309, -0.066, 0.056], [-0.311, -0.062, -0.506], [-0.076, -0.078, 0.083], [2.045, 2.881, -0.816], [0.273, -0.433, -0.268], [0.091, -0.009, -0.383], [-0.066, 0.043, -0.067], [-0.148, -0.136, 0.094], [-0.273, 0.086, 0.034], [0.031, -0.068, 0.064], [-0.183, 0.148, 0.312], [0.427, 0.400, 1.075]],
  "mulliken_charge": [-1.380, 0.328, -0.681, -0.662, -0.535, -0.917, 0.340, 0.338, 0.355, 0.263, 0.319, 0.289, 0.358, 0.288, 0.261, 0.336, 0.359, 0.340]
}


# 3
{
  "formula": "C6H12",
  "method": "ωB97M-V/def2-TZVPD",
  "e_homo_ev": -9.0,
  "charge": 0,
  "gap_ev": 10.0851,
  "smiles": "C/C=C/CCC",
  "species": ["C", "C", "C", "C", "C", "C", "H", "H", "H", "H", "H", "H", "H", "H", "H", "H", "H", "H"],
  "coordinates": [[-0.25828, 1.29608, 1.32595], [-1.49876, 0.49711, 0.69771], [-1.44337, -0.95171, 0.24241], [0.02327, -1.23885, -0.25045], [0.57061, -0.46738, -1.26435], [2.05512, -0.39436, -1.38387], [-0.44756, 1.57549, 2.43542], [0.62372, 0.77153, 1.05387], [-0.17857, 2.20814, 0.73726], [-2.44144, 0.69284, 1.50329], [-1.67714, 1.16328, -0.17670], [-1.45868, -1.60563, 1.08854], [-2.19046, -1.26328, -0.49878], [0.86023, -1.62443, 0.39127], [-0.09998, 0.33060, -1.55303], [2.46986, 0.45205, -0.86345], [2.69931, -1.29402, -1.12729], [2.39212, -0.14747, -2.35783]],
  "forces_ev_per_angstrom": [[-2.020, -0.246, 0.755], [-2.396, 2.883, 1.728], [2.985, -0.766, 0.194], [1.226, 2.507, -1.915], [-0.990, -1.871, 3.539], [1.117, -0.607, -0.398], [0.817, -0.764, -1.892], [1.054, -0.518, 0.719], [-0.124, 0.302, 0.342], [2.274, -0.652, -2.430], [-0.642, -0.817, 0.379], [-0.896, -0.447, 0.683], [0.171, 0.372, 0.296], [-1.495, -0.635, -0.339], [0.265, 0.034, -1.167], [-0.017, 0.409, 0.863], [-1.370, 0.787, 0.108], [0.041, 0.029, -1.465]],
  "mulliken_charge": [-0.794, -0.492, -0.509, -0.572, 0.064, -1.238, 0.278, 0.237, 0.249, 0.287, 0.255, 0.283, 0.284, 0.295, 0.335, 0.287, 0.321, 0.430]
}


# 4
{
  "formula": "C6H12",
  "method": "ωB97M-V/def2-TZVPD",
  "e_homo_ev": -8.0,
  "charge": 0,
  "gap_ev": 8.6363,
  "species": ["C", "C", "C", "C", "C", "C", "H", "H", "H", "H", "H", "H", "H", "H", "H", "H", "H", "H"],
  "coordinates": [[2.04269, 0.05136, -0.71932], [0.65798, -0.48425, -0.35545], [0.19688, -0.08935, 1.09506], [-0.46459, 0.15096, -1.07063], [-0.68176, 1.17749, 1.25210], [-1.67858, -0.70142, -1.04044], [2.11890, 1.11976, -0.49140], [2.83456, -0.47878, -0.17454], [2.23599, -0.06963, -1.79088], [0.65523, -1.58860, -0.41477], [1.09910, 0.07578, 1.69258], [-0.32944, -0.94774, 1.52581], [-1.61851, 1.18193, 0.68372], [-0.14355, 2.08501, 0.96505], [-0.96074, 1.24808, 2.30627], [-1.70789, -1.55760, -0.34186], [-1.65772, -1.11355, -2.06246], [-2.60747, -0.12290, -0.97067]],
  "forces_ev_per_angstrom": [[0.027, 0.052, 0.006], [-0.050, 0.122, -0.187], [-0.099, 0.083, 0.194], [-0.041, -0.448, -0.111], [0.030, 0.079, 0.168], [-0.049, 0.001, -0.013], [-0.044, -0.125, -0.033], [-0.171, 0.087, -0.030], [-0.058, 0.004, 0.161], [-0.069, 0.187, 0.068], [-0.048, -0.120, -0.096], [0.037, 0.188, -0.075], [0.261, -0.156, 0.127], [-0.031, -0.142, 0.089], [0.079, 0.126, -0.012], [0.100, 0.161, -0.111], [-0.038, 0.005, -0.018], [0.163, -0.104, -0.126]],
  "mulliken_charge": [-1.474, 0.721, -0.726, -0.515, -1.068, -0.911, 0.285, 0.373, 0.407, 0.217, 0.361, 0.373, 0.271, 0.297, 0.394, 0.271, 0.377, 0.349]
}


# 5
{
  "formula": "C6H12",
  "method": "ωB97M-V/def2-TZVPD",
  "e_homo_ev": -8.9,
  "charge": 0,
  "gap_ev": 9.9663,
  "smiles": "C/C=C(\\C)CC",
  "species": ["C", "C", "C", "C", "C", "C", "H", "H", "H", "H", "H", "H", "H", "H", "H", "H", "H", "H"],
  "coordinates": [[-1.18725, 1.78111, -1.09124], [-0.35457, 0.51751, -1.36140], [0.16869, -0.11901, -0.09825], [-0.33830, -1.25776, 0.35454], [0.13520, -2.07307, 1.51453], [1.39548, 0.53657, 0.49026], [-2.09542, 1.82942, -1.68899], [-1.36923, 1.92015, -0.02816], [-0.61180, 2.68512, -1.32854], [0.48270, 0.69873, -2.04451], [-0.93303, -0.22098, -1.92308], [-1.24155, -1.61828, -0.13527], [-0.35035, -1.78570, 2.45167], [1.20494, -1.93003, 1.67597], [-0.08837, -3.12930, 1.36579], [1.96103, 1.06098, -0.28568], [1.13017, 1.29975, 1.22747], [2.09167, -0.19521, 0.90492]],
  "forces_ev_per_angstrom": [[0.905, 0.800, -0.231], [-0.392, -0.381, -0.127], [0.850, -0.117, -0.538], [-0.609, -0.081, 0.096], [0.106, 0.226, 0.251], [0.096, 0.115, -0.289], [-0.109, -0.089, 0.243], [-0.525, -0.364, 0.055], [-0.043, -0.122, -0.240], [0.039, 0.334, 0.233], [-0.285, 0.017, 0.286], [0.134, -0.090, -0.093], [-0.092, 0.047, -0.037], [-0.011, -0.223, 0.003], [0.160, -0.005, -0.048], [-0.133, -0.009, -0.045], [0.099, -0.193, 0.168], [-0.189, 0.136, 0.311]],
  "mulliken_charge": [-1.066, -0.735, 0.637, -0.246, -1.160, -1.325, 0.310, 0.339, 0.267, 0.428, 0.358, 0.301, 0.259, 0.301, 0.333, 0.341, 0.255, 0.406]
}


We obtain energy values of -235.6322; -235.7415; -235.7132; -235.6734; -235.7835 a.u. for the records listed above, in that order.
We obtain energy relative to the best compared isomer or geometry (same formula, charge and spin) values of 116.75; 48.15; 65.90; 90.86; 21.80 kcal per mole for the records listed above, in that order.